# 1
Molecular formula: C29H36MgN8
Method: DFT, ωB97M-V/def2-TZVPD

Results
* HOMO-LUMO gap (alpha / beta): 4.0508 / 2.9027 eV
* total charge: -2
* total energy: -1764.536336 Eh
* energy above the lowest of the compared OMol25 structures with the same formula, charge and spin: 0.0 kJ/mol
* HOMO energy (alpha / beta): 0.4 / 1.5 eV
* max |F|: 5.752 eV Å⁻¹

Element x y z (Å)
1 Mg 0.16903 0.16208 -0.05616
2 N -0.67324 3.95352 0.47485
3 N 0.72751 1.22095 -2.50106
4 C -0.72953 -1.86885 0.49644
5 C -1.75556 -0.97405 0.03783
6 C -1.86094 0.09042 0.99934
7 C -2.78635 1.25347 0.96355
8 H -3.50224 1.15518 0.14079
9 H -2.23685 2.19939 0.82983
10 H -3.34599 1.31959 1.90751
11 C -0.92449 -0.16454 2.05119
12 C -0.82719 0.62782 3.30323
13 H -1.63659 0.36549 4.00328
14 H -0.90244 1.70574 3.09834
15 H 0.12808 0.43829 3.80857
16 C -0.22949 -1.37202 1.74105
17 C 0.72079 -2.08090 2.63756
18 H 1.30190 -1.36757 3.23669
19 H 1.42510 -2.69126 2.05665
20 H 0.19367 -2.75040 3.33517
21 C -2.65121 -1.19321 -1.13059
22 H -3.53662 -1.78206 -0.83684
23 H -2.13364 -1.74884 -1.92550
24 H -3.00509 -0.24176 -1.54827
25 C -0.36336 -3.16565 -0.13654
26 H 0.68296 -3.42368 0.07961
27 H -0.46737 -3.11302 -1.22836
28 H -0.99947 -3.99091 0.22528
29 C -0.08795 4.96566 1.06615
30 H -0.78734 5.40940 1.77612
31 C 1.21622 5.37360 0.71922
32 H 1.51822 6.23848 1.27555
33 C 1.97871 4.71676 -0.26730
34 H 2.98110 5.12321 -0.50829
35 C 1.39315 3.62064 -0.90734
36 H 1.95956 3.05798 -1.67787
37 C 0.00760 3.23761 -0.47766
38 C -0.77952 1.99457 -0.43885
39 H -1.57173 2.07418 -1.46246
40 C 0.93694 -0.02618 -2.17087
41 C 0.52037 1.29077 -3.83384
42 H 0.10933 2.20481 -4.12956
43 C 0.91703 0.09419 -4.46074
44 H 1.05823 -0.10340 -5.48028
45 N 1.18268 -0.74681 -3.35049
46 C 1.40420 -2.11923 -3.35125
47 C 0.57602 -2.90059 -4.15360
48 C 0.80428 -4.28510 -4.14872
49 H 0.15046 -4.90405 -4.75250
50 C 1.82221 -4.84064 -3.37261
51 C 2.10072 -6.31306 -3.44044
52 H 2.44172 -6.69037 -2.46926
53 H 2.88932 -6.53571 -4.17468
54 H 1.20423 -6.86884 -3.73982
55 C 2.59975 -4.03093 -2.53530
56 H 3.36257 -4.44980 -1.89302
57 C 2.40604 -2.63804 -2.51982
58 C 3.25281 -1.74316 -1.67916
59 H 3.71663 -0.91904 -2.24584
60 H 4.05460 -2.34834 -1.23803
61 H 2.69565 -1.28109 -0.84870
62 C -0.58621 -2.31850 -4.88768
63 H -0.30352 -1.62350 -5.68846
64 H -1.30938 -1.82062 -4.22023
65 H -1.11015 -3.15569 -5.35324
66 N 5.24734 0.40578 1.45250
67 N 3.87672 0.59418 1.70499
68 N 3.49089 1.73172 2.32530
69 C 2.22823 1.80323 1.92355
70 N 1.88298 0.85983 1.03770
71 N 2.97643 0.11156 0.82811
72 H 5.77999 0.81361 2.23134
73 H 5.43061 -0.55683 1.28386
74 H 1.54106 2.58938 2.28002

Löwdin population analysis, charges in e, atoms 1 to 5: Mg 0.484; N 0.026; N -0.027; C -0.291; C -0.299

# 2
Molecular formula: BrPd2
Method: DFT, ωB97M-V/def2-TZVPD

Results
* HOMO-LUMO gap (alpha / beta): 10.6434 / 4.2562 eV
* total charge: +4
* total energy: -2827.124693 Eh
* energy above the lowest of the compared OMol25 structures with the same formula, charge and spin: 98.7 kJ/mol
* multiplicity: 6
* HOMO energy (alpha / beta): -33.1 / -32.2 eV
* max |F|: 2.709 eV Å⁻¹

Element x y z (Å)
1 Pd 0.62316 0.65171 -2.57726
2 Pd -0.57585 -0.67548 2.55564
3 Br -0.04730 0.02378 0.02163

List of natural (NBO) charges in e, atom by atom: Pd 1.965; Pd 1.518; Br 0.516

# 3
Molecular formula: C4H12NPdS3Sb
Method: DFT, ωB97M-V/def2-TZVPD

Results
* HOMO-LUMO gap (alpha / beta): 6.3013 / 6.1658 eV
* total charge: -1
* total energy: -1777.110605 Eh
* energy above the lowest of the compared OMol25 structures with the same formula, charge and spin: 0.0 kJ/mol
* multiplicity: 4
* HOMO energy (alpha / beta): -3.2 / -4.5 eV
* max |F|: 0.224 eV Å⁻¹

Element x y z (Å)
1 Pd 1.19693 0.73545 0.22108
2 S -1.76858 2.64647 2.79496
3 Sb 0.49192 2.51273 2.63210
4 S 1.34115 0.29473 2.65534
5 S 1.35851 3.18625 0.53113
6 N 3.64858 0.74094 0.23083
7 H 4.44738 0.37123 -0.26982
8 H 3.69367 0.44138 1.20118
9 H 3.69713 1.75618 0.23833
10 C -0.52436 -2.06733 -0.44469
11 C -1.07314 -0.79546 -1.08525
12 C -2.56330 -0.97923 -1.39672
13 C -0.84535 0.41616 -0.19357
14 H -0.70686 -2.94663 -1.07067
15 H -1.00231 -2.23412 0.52488
16 H 0.55158 -1.99825 -0.26096
17 H -0.55502 -0.63917 -2.04045
18 H -3.11906 -1.14811 -0.46993
19 H -2.74130 -1.83289 -2.05942
20 H -2.97830 -0.08677 -1.86894
21 H -1.33369 0.28715 0.77664
22 H -1.21558 1.33929 -0.64605

natural (NBO) population analysis, charges in e, atoms 1 to 5: Pd 0.633; S -0.757; Sb 1.035; S -0.799; S -0.796

# 4
Molecular formula: C17H15I2IrN11O2
Method: DFT, ωB97M-V/def2-TZVPD

Results
* HOMO-LUMO gap: 5.7412 eV
* total charge: -1
* total energy: -2109.350500 Eh
* HOMO energy: -5.1 eV
* max |F|: 3.537 eV Å⁻¹

Element x y z (Å)
1 Ir 1.18414 0.75375 0.42628
2 C -2.78815 0.62105 2.60935
3 C -2.85166 0.16130 1.18882
4 N -3.95215 -0.43429 0.78103
5 C -4.03961 -0.90090 -0.45858
6 C -2.99283 -0.88718 -1.34933
7 C -3.18524 -1.50528 -2.71023
8 O -2.92974 -0.62601 -3.79251
9 C -1.75944 -0.28363 -0.95733
10 C -0.63491 -0.38780 -1.78016
11 N 0.64013 -0.03710 -1.54962
12 C 1.59607 -0.35730 -2.48475
13 C 1.35670 -1.14216 -3.63731
14 C 2.31150 -1.33758 -4.60904
15 C 3.58122 -0.79330 -4.48287
16 C 3.87341 -0.08661 -3.33184
17 C 2.91347 0.10651 -2.36042
18 I 3.60655 1.05123 -0.58862
19 C -1.74674 0.37868 0.32515
20 O -0.79709 1.16312 0.69419
21 H -3.76208 0.50869 3.07793
22 H -2.46735 1.65860 2.67199
23 H -2.06887 0.01840 3.16497
24 H -4.99564 -1.33421 -0.72646
25 H -4.21258 -1.89599 -2.78622
26 H -2.49839 -2.34911 -2.84634
27 H -3.37900 0.20904 -3.61348
28 H -0.83652 -0.87134 -2.72608
29 H 0.39762 -1.61396 -3.78302
30 H 2.06283 -1.93302 -5.47651
31 H 4.32966 -0.92552 -5.24786
32 H 4.86454 0.31666 -3.17261
33 N 0.72881 0.08640 4.23516
34 C 1.12556 -0.88782 3.35517
35 N 1.31294 -2.14370 3.74418
36 N 1.67775 -2.79418 2.65256
37 N 1.72174 -2.01195 1.64609
38 N 1.38199 -0.77797 2.03775
39 C 0.27805 1.34385 3.98160
40 N -0.61288 1.96654 4.73408
41 N -0.77732 3.16491 4.18776
42 N -0.04831 3.31713 3.16484
43 N 0.66707 2.19390 2.98703
44 H 0.40596 -0.29515 5.11495
45 I 5.18985 2.67266 1.53750
46 C 1.68607 2.09371 2.02235
47 H 1.84763 3.10101 1.62256
48 H 2.59523 1.72592 2.50789

natural (NBO) population analysis, charges in e, atoms 1 to 5: Ir 0.969; C -0.648; C 0.177; N -0.394; C -0.013

# 5
Molecular formula: C5H21N2O5
Method: DFT, ωB97M-V/def2-TZVPD

Results
* HOMO-LUMO gap: 10.6615 eV
* total charge: +1
* total energy: -688.518651 Eh
* energy above the lowest of the compared OMol25 structures with the same formula, charge and spin: 380.1 kJ/mol
* HOMO energy: -13.4 eV
* max |F|: 5.647 eV Å⁻¹

Element x y z (Å)
1 C 0.52686 3.06932 1.26580
2 O 1.47787 2.26303 1.87404
3 C 0.15623 2.13691 0.04814
4 C 1.55082 1.89498 -0.75724
5 C 1.53408 0.39490 -1.21474
6 N 0.62900 -2.37209 -1.04245
7 C 1.28147 -1.83711 -0.07218
8 N 1.83400 -0.60357 -0.08588
9 H 0.89180 4.10343 0.99947
10 H -0.25125 3.05059 2.05983
11 H 1.63388 2.69821 2.72336
12 H -0.63390 2.55849 -0.58703
13 H -0.36025 1.15499 0.33292
14 H 1.75460 2.54958 -1.62988
15 H 2.46744 2.31486 -0.15331
16 H 0.62871 0.23345 -1.86418
17 H 2.44840 0.18607 -1.88975
18 H 0.35955 -1.86052 -1.87437
19 H 0.11286 -3.24078 -0.88332
20 H 1.38170 -2.18258 1.00868
21 H 2.25871 -0.00383 0.81864
22 H -0.86847 -0.60166 -4.20647
23 H -1.32317 -0.54382 -2.76450
24 O -0.50601 -0.81192 -3.29964
25 H -1.38623 0.37154 4.06974
26 H -1.89134 0.70554 2.71634
27 O -1.98890 0.04620 3.45140
28 H -3.78857 -2.14438 -0.82881
29 H -3.64372 -1.59485 -2.18053
30 O -3.16917 -1.54495 -1.35248
31 H -1.89182 -1.80573 1.75658
32 H -1.80176 -1.72566 0.38903
33 O -1.26816 -2.12077 1.11008

natural (NBO) population analysis, charges in e, atoms 1 to 5: C -0.074; O -0.745; C -0.432; C -0.450; C -0.274

What is the total energy in the second record? -2827.124693 Eh

Repeat the fourth record exactly.
Molecular formula: C17H15I2IrN11O2
Method: DFT, ωB97M-V/def2-TZVPD

Results
* HOMO-LUMO gap: 5.7412 eV
* total charge: -1
* total energy: -2109.350500 Eh
* HOMO energy: -5.1 eV
* max |F|: 3.537 eV Å⁻¹

Element x y z (Å)
1 Ir 1.18414 0.75375 0.42628
2 C -2.78815 0.62105 2.60935
3 C -2.85166 0.16130 1.18882
4 N -3.95215 -0.43429 0.78103
5 C -4.03961 -0.90090 -0.45858
6 C -2.99283 -0.88718 -1.34933
7 C -3.18524 -1.50528 -2.71023
8 O -2.92974 -0.62601 -3.79251
9 C -1.75944 -0.28363 -0.95733
10 C -0.63491 -0.38780 -1.78016
11 N 0.64013 -0.03710 -1.54962
12 C 1.59607 -0.35730 -2.48475
13 C 1.35670 -1.14216 -3.63731
14 C 2.31150 -1.33758 -4.60904
15 C 3.58122 -0.79330 -4.48287
16 C 3.87341 -0.08661 -3.33184
17 C 2.91347 0.10651 -2.36042
18 I 3.60655 1.05123 -0.58862
19 C -1.74674 0.37868 0.32515
20 O -0.79709 1.16312 0.69419
21 H -3.76208 0.50869 3.07793
22 H -2.46735 1.65860 2.67199
23 H -2.06887 0.01840 3.16497
24 H -4.99564 -1.33421 -0.72646
25 H -4.21258 -1.89599 -2.78622
26 H -2.49839 -2.34911 -2.84634
27 H -3.37900 0.20904 -3.61348
28 H -0.83652 -0.87134 -2.72608
29 H 0.39762 -1.61396 -3.78302
30 H 2.06283 -1.93302 -5.47651
31 H 4.32966 -0.92552 -5.24786
32 H 4.86454 0.31666 -3.17261
33 N 0.72881 0.08640 4.23516
34 C 1.12556 -0.88782 3.35517
35 N 1.31294 -2.14370 3.74418
36 N 1.67775 -2.79418 2.65256
37 N 1.72174 -2.01195 1.64609
38 N 1.38199 -0.77797 2.03775
39 C 0.27805 1.34385 3.98160
40 N -0.61288 1.96654 4.73408
41 N -0.77732 3.16491 4.18776
42 N -0.04831 3.31713 3.16484
43 N 0.66707 2.19390 2.98703
44 H 0.40596 -0.29515 5.11495
45 I 5.18985 2.67266 1.53750
46 C 1.68607 2.09371 2.02235
47 H 1.84763 3.10101 1.62256
48 H 2.59523 1.72592 2.50789

natural (NBO) population analysis, charges in e, atoms 1 to 5: Ir 0.969; C -0.648; C 0.177; N -0.394; C -0.013

Look up the total energy of the second one. -2827.124693 Eh